[1]
20
Properties=species:S:1:pos:R:3:nbo_charge:R:1 method="wB97M-V/def2-TZVPD" lumo_energy_ev=0.523 spin_multiplicity=1 gap_ev=9.49 smiles=c1ccc(-c2ccccn2)nc1 e_tot_ev=-13477.3819
N -1.32 -1.22 -0.21 -0.3817
N 1.38 -1.18 0.21 -0.3898
C 0.78 0.02 0.00 0.1253
C -1.52 1.23 0.29 -0.2360
C 2.71 -1.17 0.20 0.0630
C 3.51 -0.04 -0.01 -0.2710
C -2.67 -1.20 -0.23 0.0496
C 1.41 1.15 -0.20 -0.2392
C -2.90 1.10 0.23 -0.1769
C 2.87 1.14 -0.26 -0.1418
C -3.45 -0.07 -0.06 -0.2577
C -0.75 0.02 0.04 0.1883
H 3.03 -2.35 0.57 0.2111
H -0.93 2.07 0.36 0.2100
H -3.13 -2.09 -0.41 0.1854
H 3.23 2.09 -0.23 0.2079
H 0.94 2.18 -0.50 0.2169
H 4.48 0.00 0.01 0.2106
H -3.32 2.00 0.27 0.2068
H -4.58 -0.13 -0.11 0.2192

[2]
23
Properties=species:S:1:pos:R:3:nbo_charge:R:1 method="wB97M-V/def2-TZVPD" lumo_energy_ev="-1.852 / -2.070" spin_multiplicity=1 gap_ev="7.49 / 7.63" e_tot_ev=-28401.6218
S -1.37 -1.04 0.33 2.1235
O -1.04 -1.47 1.67 -0.8886
O -2.42 -1.58 -0.44 -0.9197
N -0.23 3.71 1.68 -0.2489
N 3.35 -1.29 -1.67 -0.2758
C 0.07 2.71 1.18 0.1497
C 2.59 0.90 0.77 -0.2599
C 1.38 0.70 0.37 -0.1611
C 2.45 -0.87 -1.11 0.2678
C 0.10 -2.50 -1.54 -0.7048
C -2.74 1.50 0.47 -0.7921
C -1.64 0.71 0.14 -0.0357
C 0.15 -1.31 -0.58 -0.1666
C 0.26 1.45 0.73 0.0219
C 1.24 -0.54 -0.46 -0.1498
H 3.51 0.40 0.46 0.2336
H 0.68 -3.30 -1.08 0.2513
H 0.79 -2.59 -2.41 0.2681
H -2.68 2.44 -0.04 0.2628
H 2.83 1.93 1.25 0.2104
H -2.58 1.80 1.53 0.2723
H -3.74 1.07 0.43 0.2725
H -0.98 -2.83 -1.68 0.2689

[3]
23
Properties=species:S:1:pos:R:3:nbo_charge:R:1 method="wB97M-V/def2-TZVPD" lumo_energy_ev="-2.410 / -0.856" spin_multiplicity=1 gap_ev="6.43 / 8.31" e_tot_ev=-19612.7569
O -2.08 1.35 1.40 -0.5846
O -2.20 -0.83 2.24 -0.4253
O -1.46 -1.16 -2.30 -0.2968
N -1.82 -1.11 1.04 0.0180
N -0.90 -1.01 -1.16 0.0339
C 2.65 -0.71 0.62 -0.2045
C -1.15 2.05 -0.49 -0.1705
C 0.44 -0.67 -0.94 0.1076
C 0.22 1.94 -0.59 -0.1943
C -1.47 -0.48 0.02 0.2828
C 1.27 -1.82 -0.92 -0.1896
C -2.07 1.08 0.11 0.0508
C 2.02 0.48 0.25 -0.1815
C 2.23 -1.91 0.03 -0.2107
C 0.88 0.60 -0.50 -0.0838
H 0.82 2.83 -0.78 0.2310
H 3.26 -0.84 1.61 0.2329
H 2.80 -2.86 0.29 0.2320
H -2.35 0.17 2.24 0.4825
H 2.56 1.43 0.64 0.2201
H -1.50 3.03 -0.87 0.2260
H -3.11 1.04 -0.36 0.1901
H 0.94 -2.61 -1.57 0.2338

[4]
21
Properties=species:S:1:pos:R:3:nbo_charge:R:1 method="wB97M-V/def2-TZVPD" lumo_energy_ev=-0.208 spin_multiplicity=1 gap_ev=9.02 smiles="O=c1c(CO)coc2ccccc12" e_tot_ev=-16636.9326
O 3.52 -0.88 0.66 -0.7283
O 1.15 -1.77 -0.21 -0.5981
O -0.31 2.05 -0.11 -0.4101
C 0.85 -0.54 -0.22 0.5072
C -0.59 -0.25 -0.05 -0.1801
C -2.49 0.98 0.08 -0.2314
C -1.14 0.93 -0.04 0.2552
C -3.25 -0.10 0.31 -0.2110
C -2.73 -1.36 -0.02 -0.2242
C -1.34 -1.52 -0.30 -0.1241
C 1.01 1.75 -0.10 0.2289
C 3.19 0.43 -0.06 -0.0661
C 1.59 0.60 -0.11 -0.2267
H -3.20 1.98 0.19 0.2277
H -0.94 -2.50 -0.53 0.2595
H 1.68 2.57 0.11 0.1969
H -3.24 -2.41 0.56 0.2221
H -4.20 0.11 0.88 0.2322
H 3.50 0.26 -1.24 0.1780
H 3.63 1.32 0.37 0.1926
H 3.32 -1.67 -0.17 0.4996

[5]
21
Properties=species:S:1:pos:R:3:nbo_charge:R:1 method="wB97M-V/def2-TZVPD" lumo_energy_ev=-1.025 spin_multiplicity=1 gap_ev=8.40 e_tot_ev=-16633.0959
O 2.09 0.69 -0.98 -0.4774
O 3.55 0.67 0.67 -0.5762
O 2.19 -1.02 0.53 -0.5138
C -0.40 0.79 0.76 0.0080
C -1.92 0.50 0.25 0.0614
C 2.68 0.15 0.03 0.9775
C 0.84 -1.44 0.28 -0.0836
C -1.53 0.40 1.75 -0.3552
C -1.18 1.84 0.13 -0.4869
C -1.50 -0.56 -0.67 -0.4230
C -1.30 3.06 -0.26 0.2784
C 0.03 -0.28 -0.34 -0.0830
C 0.83 0.24 -1.45 -0.0849
H -1.80 -1.53 -0.40 0.2374
H 0.41 1.05 -2.04 0.2279
H -1.65 -0.63 2.06 0.2172
H -1.67 -0.14 -1.56 0.2333
H 0.77 -2.42 -0.19 0.1970
H -1.87 1.06 2.46 0.2402
H 0.58 -1.87 1.25 0.2086
H 0.88 -0.56 -2.26 0.1973

[6]
35
Properties=species:S:1:pos:R:3:nbo_charge:R:1 method="wB97M-V/def2-TZVPD" lumo_energy_ev=2.741 spin_multiplicity=1 gap_ev=6.86 charge=-1 e_tot_ev=-50617.9159
F 0.76 2.37 -0.36 -0.3498
F 1.73 0.21 0.96 -0.3299
F 0.43 -1.12 -0.17 -0.2936
F 5.77 -0.29 1.90 -0.3069
F 4.09 1.03 0.33 -0.2911
F 4.02 -1.15 -2.16 -0.2982
F 5.43 -2.15 0.86 -0.3084
F -0.48 1.07 -1.60 -0.3315
F 1.56 -0.72 -2.38 -0.2961
F 5.63 -0.04 -0.75 -0.2999
F 3.04 -2.05 -0.44 -0.3053
F 2.55 1.13 -1.80 -0.3042
F 3.83 -1.23 2.00 -0.2915
O -3.12 -0.90 0.41 -0.7471
O -4.89 0.69 0.54 -0.7333
C 0.03 1.20 -0.35 0.6576
C 4.49 -0.19 -0.06 0.5574
C -4.32 -1.44 -0.05 -0.0736
C -5.10 -0.22 -0.51 -0.0837
C 2.13 -0.07 -1.35 0.5955
C -1.00 1.21 0.76 -0.4688
C 3.42 -0.88 -0.99 0.5833
C 1.07 0.05 -0.21 0.5798
C 4.87 -0.99 1.21 0.9254
C -2.44 1.57 0.36 -0.6944
B -3.48 0.47 0.98 0.6482
H -0.61 1.93 1.49 0.2217
H -6.17 -0.37 -0.69 0.1505
H -4.61 0.15 -1.43 0.1328
H -4.16 -2.20 -0.82 0.1482
H -4.88 -1.91 0.79 0.1312
H -2.55 1.61 -0.73 0.2046
H -0.98 0.23 1.25 0.2375
H -2.70 2.56 0.76 0.1952
H -3.38 0.47 2.23 -0.1617

[7]
34
Properties=species:S:1:pos:R:3:nbo_charge:R:1 method="wB97M-V/def2-TZVPD" lumo_energy_ev=2.017 spin_multiplicity=1 gap_ev=8.77 charge=-1 e_tot_ev=-60895.2008
S -0.12 2.49 -0.61 2.2358
S -0.96 3.31 -3.01 2.2357
F 0.94 2.68 1.81 -0.3221
F 0.32 5.48 -3.83 -0.3243
F -0.15 4.44 1.18 -0.3226
F -1.63 5.87 -3.00 -0.3243
F 1.80 4.04 0.36 -0.3223
F -1.45 5.02 -4.98 -0.3200
O -2.35 2.95 -2.97 -0.9308
O -0.14 2.52 -3.90 -0.9306
O -1.33 1.96 -0.04 -0.9402
O 4.23 -3.29 2.69 -0.5301
O 0.87 1.50 -0.97 -0.9415
N -0.29 3.70 -1.62 -1.1989
C -1.95 -4.23 1.43 -0.2238
C -0.57 -4.22 0.94 -0.2247
C 0.07 -2.94 0.69 -0.3628
C 0.65 3.45 0.74 0.7057
C 2.61 -2.18 1.31 -0.8668
C -0.93 4.99 -3.74 0.7050
C -0.64 -1.66 0.90 -0.2032
C -2.64 -2.98 1.66 -0.2274
C -2.00 -1.68 1.38 -0.1999
C 3.12 -3.35 2.22 0.4497
B 1.59 -2.78 0.20 0.7063
H 3.42 -1.55 0.88 0.2558
H -2.49 -5.17 1.67 0.2111
H 1.97 -1.52 1.97 0.2643
H 2.45 -4.23 2.44 0.1182
H 1.94 -3.10 -0.89 -0.0775
H -0.02 -5.17 0.77 0.2092
H -3.68 -2.94 2.05 0.2117
H -2.53 -0.72 1.56 0.2356
H -0.11 -0.70 0.68 0.2496

[8]
33
Properties=species:S:1:pos:R:3:nbo_charge:R:1 method="wB97M-V/def2-TZVPD" lumo_energy_ev="-16.529 / -16.523" spin_multiplicity=1 gap_ev="2.96 / 2.98" charge=+4 e_tot_ev=-113898.0082
Bi -1.22 -1.15 -1.94 1.7119
I -2.01 3.77 -2.43 0.1257
I -0.58 4.80 -0.49 0.1092
Sc -0.81 0.44 1.94 1.7755
Cl -4.05 -2.43 1.10 0.1032
Cl -5.77 -0.21 1.86 0.2440
Cl -4.81 -0.46 -0.89 0.1195
S 0.69 -0.06 -0.13 -0.3469
O -2.92 0.84 2.11 -0.6155
O 1.23 -3.80 -1.76 -0.2359
O 2.29 -0.26 3.40 -0.2330
O -1.72 -2.19 3.75 -0.1933
O -3.87 -3.44 -2.04 -0.2383
O -2.11 -0.30 0.45 -0.8377
C 1.27 0.04 2.99 0.4481
C -3.09 -2.67 -1.68 0.4098
C 2.31 0.73 -0.58 -0.0377
C 2.22 1.32 -1.98 -0.6472
C 2.63 1.84 0.41 -0.6502
C -1.32 -1.34 3.07 0.4098
C 3.36 -0.38 -0.56 -0.6420
C -3.15 0.06 1.14 0.7924
C -4.46 -0.71 0.84 -0.2524
C 0.24 -3.25 -1.82 0.4711
H 2.72 1.46 1.43 0.2042
H 4.35 -0.01 -0.87 0.2926
H 1.99 0.56 -2.72 0.2072
H 3.07 -1.18 -1.24 0.2114
H 3.60 2.30 0.16 0.3109
H 1.86 2.63 0.36 0.2326
H 3.16 1.81 -2.28 0.2969
H 1.42 2.07 -2.02 0.2287
H 3.44 -0.83 0.43 0.2253

[9]
22
Properties=species:S:1:pos:R:3:nbo_charge:R:1 method="wB97M-V/def2-TZVPD" lumo_energy_ev=0.342 spin_multiplicity=1 gap_ev=8.80 e_tot_ev=-91334.9293
Br -4.99 0.76 0.16 0.0265
P 1.47 0.93 -1.00 0.8347
N 1.82 -0.41 0.06 -0.6385
C 2.89 -1.14 -0.20 -0.0371
C -3.08 0.85 -0.29 -0.0178
C 2.94 -2.22 0.68 -0.3301
C 1.07 -1.02 1.08 -0.0898
C -1.23 0.31 -1.58 -0.1701
C -0.91 1.77 0.29 -0.1887
C -2.58 0.10 -1.31 -0.2593
C -0.34 1.04 -0.69 -0.3677
C -2.32 1.68 0.44 -0.2531
C 1.76 -2.06 1.50 -0.2631
H 3.50 -3.11 0.42 0.2276
H 1.41 -2.68 2.39 0.2285
H -0.83 -0.07 -2.52 0.2202
H 3.67 -0.84 -0.96 0.2210
H 0.22 -0.51 1.34 0.2121
H -0.20 2.20 0.99 0.2360
H -2.73 2.45 1.10 0.2345
H -3.33 -0.21 -2.10 0.2462
H 1.79 2.19 0.20 -0.0721